2 unconnected molecules or ions with the total composition H6N2 at a distorted geometry, computed with the ωB97M-V functional and the def2-TZVPD basis.

Geometry as XYZ:
```
8
Properties=species:S:1:pos:R:3:nbo_charge:R:1
N 8.2679 -4.6621 6.8747 -1.120
H 7.3896 -4.6532 6.3462 0.333
H 8.9873 -5.0409 6.2506 0.379
H 8.5160 -3.6843 7.0567 0.335
N 9.4815 -6.1609 5.3743 -1.046
H 9.5139 -5.8087 4.4123 0.368
H 8.8334 -6.9550 5.3792 0.377
H 10.4121 -6.5345 5.5864 0.373
```

Energy relative to the best compared isomer or geometry (same formula, charge and spin) (kcal per mole): 17.29
Molar mass (g mol⁻¹): 34.06
SMILES string: N.N
HOMO energy (eV): -8.82


A single H6N2P2 molecule at a distorted geometry, computed with the ωB97M-V functional and the def2-TZVPD basis.

Geometry as XYZ:
```
10
Properties=species:S:1:pos:R:3:nbo_charge:R:1
N -0.9091 -0.1033 -0.1705 -0.808
N 0.4041 -0.5629 -0.4511 -0.723
P -1.8491 -0.0011 1.2374 0.550
P 1.3672 0.7935 -1.0560 0.503
H -1.5570 -0.0349 -0.9519 0.384
H 0.9286 -0.9468 0.3981 0.377
H -1.4560 1.1753 1.9342 -0.088
H -0.9866 -0.7342 1.9771 -0.080
H 2.5104 0.2346 -0.5694 -0.068
H 1.5474 0.1798 -2.3479 -0.048
```

Energy relative to the best compared isomer or geometry (same formula, charge and spin) (kcal per mole): 9.99
Molar mass (g mol⁻¹): 96.01
SMILES string: PNNP
HOMO energy (eV): -8.33


2 unconnected molecules or ions with the total composition H6NS2 at a distorted geometry, computed with the ωB97M-V functional and the def2-TZVPD basis.

Geometry as XYZ:
```
9
Properties=species:S:1:pos:R:3:nbo_charge:R:1
N 0.8281 -1.0372 1.2407 -0.875
H 0.8845 -0.8868 2.2530 0.456
H 1.7649 -0.8941 0.8342 0.458
H 0.4862 -1.9660 1.0378 0.455
H 0.1756 -0.3495 0.8370 0.461
S -1.4588 0.4448 -0.7492 -0.181
S 0.0784 1.2517 -1.9765 -0.129
H -2.1594 1.5729 -0.4960 0.177
H -0.5995 1.8643 -2.9812 0.177
```

Energy relative to the best compared isomer or geometry (same formula, charge and spin) (kcal per mole): 5.24
Molar mass (g mol⁻¹): 84.19
Total charge: +1
HOMO energy (eV): -13.02


Number 1: HOMO-LUMO gap 9.766 eV. Number 2: HOMO-LUMO gap 9.246 eV. Number 3: HOMO-LUMO gap 8.875 eV.